DFT (ωB97M-V/def2-TZVPD) results for C24H23ClN2OPSm as an isolated structure.

For the energy above the lowest of the compared OMol25 structures with the same formula, charge and spin, the calculation gives 0.0 kJ/mol. The calculation puts the HOMO-LUMO gap (alpha / beta) at 6.5 / 7.3 eV. The LUMO energy (alpha / beta) is -0.28978 / -0.26172 Ha. As for the multiplicity: 6. The charge is +2. The HOMO energy (alpha / beta) comes out at -14.4 / -14.4 eV. The calculation puts the total energy at -2572.0844 Ha.

Positions of all 53 atoms, in Å:
Sm  0.8209  1.7015  -0.0325
Cl  0.5577  2.5029  2.2993
P  0.6124  -0.9274  0.8839
C  1.7475  -0.8718  -0.5889
C  1.5743  -1.7454  -1.6769
C  2.4513  -1.6781  -2.7585
C  3.4439  -0.7001  -2.8113
C  3.5821  0.2199  -1.7775
C  2.8082  0.0955  -0.6205
C  1.6933  -1.2929  2.3159
C  1.1306  -1.0784  3.5913
C  1.9039  -1.3029  4.7191
C  3.2445  -1.6807  4.6136
C  3.8006  -1.9093  3.3488
C  3.0228  -1.7527  2.1937
C  -0.5903  -2.2682  0.6741
C  -1.9623  -1.9725  0.5512
C  -2.8831  -3.0070  0.5443
C  -2.4691  -4.3376  0.6283
C  -1.1079  -4.6429  0.6554
C  -0.1641  -3.6115  0.6669
H  0.1124  -0.6939  3.6667
H  1.4855  -1.1316  5.6966
H  3.8716  -1.7482  5.5021
H  4.8585  -2.1708  3.2526
H  3.4647  -1.9644  1.2077
H  0.7379  -2.4492  -1.6711
H  2.3229  -2.3745  -3.5866
H  4.1089  -0.6461  -3.6731
H  4.2920  1.0434  -1.8465
H  3.0219  0.7472  0.2597
H  -2.3072  -0.9428  0.4635
H  -3.9406  -2.7731  0.4831
H  -3.2152  -5.1304  0.6813
H  -0.7686  -5.6811  0.6739
H  0.9041  -3.8480  0.6656
H  -0.1876  -1.2096  -3.7449
H  -0.8046  -1.4790  -3.4106
N  -3.4452  6.3018  -2.5676
C  -4.0708  5.1304  -2.1568
O  -5.2163  4.8326  -2.4482
C  -3.1479  4.2173  -1.4339
C  -1.7872  4.4273  -1.6159
C  -0.8769  3.4075  -1.3711
N  -1.2708  2.2865  -0.6732
C  -2.5514  2.2160  -0.2040
C  -3.5330  3.0824  -0.6748
H  -4.0036  6.9407  -3.1078
H  -2.7751  6.7466  -1.9456
H  -1.3660  5.3426  -2.0546
H  0.1386  3.4550  -1.8189
H  -2.6665  1.3943  0.5018
H  -4.6020  2.9307  -0.4690

These are the Mulliken partial charges, in e, on atoms 1 to 5: atom 1 (Sm): 1.085, atom 2 (Cl): -0.377, atom 3 (P): 0.857, atom 4 (C): 0.242, atom 5 (C): -0.989

DFT (ωB97M-V/def2-TZVPD) results for a 2-piece molecular cluster, CH6N2S overall.

For the energy above the lowest of the compared OMol25 structures with the same formula, charge and spin, the calculation gives 19.3 kJ/mol. Its structure (SMILES) is [H]/N=C/N.S. The calculation puts the HOMO-LUMO gap at 10.2 eV. The LUMO energy is 0.03364 Ha. As for the multiplicity: 1. The HOMO energy comes out at -9.3 eV. The calculation puts the total energy at -549.3798 Ha.

Positions of all 10 atoms, in Å:
H  -0.7412  -0.4085  0.1188
N  -0.9420  -0.2059  -0.8889
C  -0.8376  1.0692  -1.0800
N  -1.0368  1.6245  -2.3230
H  -0.5735  1.7970  -0.3029
H  -1.3583  2.6107  -2.3091
H  -1.4934  1.0349  -2.9799
S  1.2223  -1.1190  1.9647
H  2.5218  -1.5011  2.0546
H  0.9645  -1.9743  0.9461

These are the natural (NBO) partial charges, in e, on atoms 1 to 5: atom 1 (H): 0.336, atom 2 (N): -0.721, atom 3 (C): 0.273, atom 4 (N): -0.814, atom 5 (H): 0.151

DFT (ωB97M-V/def2-TZVPD) results for one molecule with the formula C5H4ClFO.

For the energy above the lowest of the compared OMol25 structures with the same formula, charge and spin, the calculation gives 337.5 kJ/mol. Its structure (SMILES) is C=CC(=O)/C(Cl)=C\F. The calculation puts the HOMO-LUMO gap at 9.8 eV. The LUMO energy is -0.00203 Ha. As for the multiplicity: 1. The HOMO energy comes out at -9.9 eV. The calculation puts the total energy at -828.0721 Ha.

Positions of all 12 atoms, in Å:
C  -2.7557  -0.3001  0.6378
C  -1.7957  -0.9268  -0.2166
C  -0.1390  -0.9022  -0.0852
O  0.5793  -1.8172  -0.2903
C  0.6140  0.3396  0.1799
Cl  2.2638  0.0722  0.1721
C  0.0360  1.4709  -0.0142
F  -1.2290  1.6328  -0.5318
H  -2.6493  0.3897  1.7153
H  -3.7575  -0.6944  0.4567
H  -2.0828  -1.5576  -1.1811
H  0.6752  2.3891  0.1813

These are the natural (NBO) partial charges, in e, on atoms 1 to 5: atom 1 (C): -0.377, atom 2 (C): -0.293, atom 3 (C): 0.523, atom 4 (O): -0.502, atom 5 (C): -0.281

DFT (ωB97M-V/def2-TZVPD) results for a 3-piece molecular cluster, C24H28F2N5O4S2 overall.

The calculation puts the HOMO-LUMO gap (alpha / beta) at 2.7 / 6.7 eV. The LUMO energy (alpha / beta) is -0.24378 / -0.24378 Ha. As for the multiplicity: 2. The charge is +2. The HOMO energy (alpha / beta) comes out at -9.3 / -13.4 eV. The calculation puts the total energy at -2501.5274 Ha.

Positions of all 65 atoms, in Å:
C  4.7171  1.1239  1.4385
N  3.8326  1.8466  0.4185
C  2.8329  2.6605  0.8748
C  2.0692  3.4289  -0.0534
C  2.3150  3.3600  -1.4294
C  3.3507  2.5213  -1.8665
C  4.1223  1.7980  -0.9512
C  1.4375  4.0209  -2.3977
C  2.0078  4.8846  -3.2444
C  1.1910  5.6601  -4.1365
N  -0.1429  5.4376  -4.1070
C  -0.7670  4.6311  -3.1776
C  0.0564  3.7952  -2.3571
C  -0.9152  6.2819  -5.0665
H  4.0409  0.4473  1.9612
H  5.1144  1.8821  2.1133
H  5.3515  0.4071  0.9173
H  2.8384  2.7043  1.9538
H  1.2708  4.0210  0.3691
H  3.7043  2.5754  -2.8855
H  5.0404  1.3006  -1.2270
H  3.0440  5.1889  -3.2353
H  1.5576  6.3830  -4.8502
H  -1.8416  4.7217  -3.1191
H  -0.3105  3.0782  -1.6376
H  -0.2694  6.2710  -5.9445
H  -0.9422  7.2430  -4.5529
H  -1.9211  5.8679  -5.1361
C  -6.9323  -4.5466  0.5485
N  -5.5672  -4.2337  0.9298
C  -4.6270  -4.1242  0.0225
C  -3.3126  -3.8503  0.4127
C  -2.9405  -3.7623  1.7552
C  -4.0093  -3.8277  2.7129
C  -5.2538  -4.1468  2.2343
C  -1.5709  -3.3021  2.2513
C  -1.4028  -2.5222  3.3839
C  -0.0752  -2.2437  3.7857
N  1.0266  -2.6930  3.0937
C  0.8949  -3.3657  1.8982
C  -0.4360  -3.6578  1.4751
C  2.4209  -2.3181  3.5146
H  -7.1307  -5.5366  0.9591
H  -7.0919  -4.5292  -0.5297
H  -7.5295  -3.7543  0.9998
H  -4.8886  -4.1760  -1.0240
H  -2.6291  -3.6504  -0.3993
H  -3.9079  -3.6356  3.7708
H  -6.0957  -4.3065  2.8917
H  -2.1659  -2.0436  3.9798
H  0.1241  -1.5792  4.6135
H  1.8085  -3.5972  1.3708
H  -0.4998  -4.1959  0.5408
H  3.1964  -2.7560  2.8862
H  2.5968  -2.4828  4.5776
H  2.4044  -1.2402  3.3532
N  1.6803  -0.7833  0.3155
S  0.3093  -0.3203  -0.0009
O  -0.8330  -1.2160  -0.0321
O  0.1741  0.9287  -0.7453
F  0.0055  0.1656  1.5365
S  2.0773  -1.3646  -1.1459
O  2.3011  -0.4225  -2.2603
O  1.5285  -2.6413  -1.5545
F  3.5661  -1.8109  -0.7931

These are the natural (NBO) partial charges, in e, on atoms 1 to 5: atom 1 (C): -0.412, atom 2 (N): -0.254, atom 3 (C): 0.126, atom 4 (C): -0.192, atom 5 (C): 0.035

Look up the multiplicity of the second one.
1

multiplicity of number 2 (CH6N2S)?
1

What did the second record say?
DFT (ωB97M-V/def2-TZVPD) results for a 2-piece molecular cluster, CH6N2S overall.

For the energy above the lowest of the compared OMol25 structures with the same formula, charge and spin, the calculation gives 19.3 kJ/mol. Its structure (SMILES) is [H]/N=C/N.S. The calculation puts the HOMO-LUMO gap at 10.2 eV. The LUMO energy is 0.03364 Ha. As for the multiplicity: 1. The HOMO energy comes out at -9.3 eV. The calculation puts the total energy at -549.3798 Ha.

Positions of all 10 atoms, in Å:
H  -0.7412  -0.4085  0.1188
N  -0.9420  -0.2059  -0.8889
C  -0.8376  1.0692  -1.0800
N  -1.0368  1.6245  -2.3230
H  -0.5735  1.7970  -0.3029
H  -1.3583  2.6107  -2.3091
H  -1.4934  1.0349  -2.9799
S  1.2223  -1.1190  1.9647
H  2.5218  -1.5011  2.0546
H  0.9645  -1.9743  0.9461

These are the natural (NBO) partial charges, in e, on atoms 1 to 5: atom 1 (H): 0.336, atom 2 (N): -0.721, atom 3 (C): 0.273, atom 4 (N): -0.814, atom 5 (H): 0.151